The following is a DFT calculation (wB97M-V/def2-TZVPD) of a molecular structure, C25H27BrN3OSe2Ti at a distorted geometry.

Kohn-Sham gap, eV: 6.28
Charge: +1
2S+1: 1
Energy above the lowest of the compared OMol25 structures with the same formula, charge and spin, kJ/mol: 5.27

Geometry as XYZ:
```
60
Properties=species:S:1:pos:R:3:forces:R:3:mulliken_charge:R:1
Ti 0.031090 -0.004870 -1.821480 0.478 2.200 -0.415 0.07
C 0.016893 2.976584 4.299903 -0.078 0.025 -0.036 -1.85
C 0.580806 1.780952 3.580032 0.053 0.112 0.034 0.73
C -0.084851 0.562235 3.598441 -0.070 -0.094 0.012 -0.73
C 0.454572 -0.559898 2.979141 0.061 -0.073 0.015 0.85
C -0.218572 -1.902790 3.095735 0.065 -0.030 -0.077 -1.58
C 1.671938 -0.439194 2.316706 0.106 0.057 -0.068 -0.17
C 2.368269 0.767168 2.286528 -0.132 -0.059 0.046 0.25
C 3.718259 0.865097 1.634151 0.004 0.025 -0.044 -1.82
C 1.799512 1.868491 2.916218 0.066 -0.003 0.022 -0.15
H 0.215894 2.919352 5.371603 0.023 -0.031 -0.006 0.46
H -1.066135 3.043345 4.177663 0.025 -0.022 0.008 0.37
H 0.458286 3.904264 3.935096 0.011 -0.011 -0.006 0.37
H -1.031721 0.480660 4.124813 0.017 -0.010 -0.010 0.41
H -0.015684 -2.354192 4.068784 0.002 0.025 0.017 0.49
H 0.162929 -2.594242 2.340013 -0.042 0.023 0.016 0.18
H -1.301790 -1.831423 2.996654 -0.053 0.028 -0.030 0.35
H 2.115878 -1.304833 1.829837 -0.058 -0.019 0.059 0.40
H 4.514735 0.685031 2.358867 -0.019 0.008 0.029 0.43
H 3.879146 1.857288 1.210565 0.012 0.002 -0.001 0.35
H 3.825172 0.136335 0.831802 0.007 -0.009 -0.003 0.31
H 2.326499 2.817408 2.900800 0.000 -0.009 0.005 0.41
Se -0.967931 2.600648 -3.070156 0.253 -0.802 0.276 -0.18
Se 2.210872 1.244628 -1.756350 -0.324 -0.229 0.202 -0.04
C 1.144648 2.251381 -0.562032 0.509 -0.075 -0.184 0.29
C 1.363165 3.554536 -0.155736 -0.117 0.144 0.135 -0.86
C 0.396761 4.154021 0.632947 -0.026 -0.086 -0.028 -0.44
C -0.732401 3.425652 0.998691 0.095 0.157 -0.001 -1.06
C -0.863421 2.133127 0.549461 -0.035 -0.049 -0.045 -0.19
N 0.052102 1.556711 -0.242079 -0.157 -0.283 0.513 0.92
C -1.782955 1.103626 -3.809295 -0.092 0.563 -0.036 0.32
C -2.783496 1.158885 -4.792486 -0.120 -0.128 -0.143 -0.79
C -3.347870 -0.001958 -5.251616 -0.055 0.267 -0.063 -0.18
C -2.920723 -1.233159 -4.734063 0.036 -0.134 0.039 -1.02
C -1.939281 -1.224717 -3.788956 -0.041 -0.132 -0.062 -0.10
N -1.373713 -0.077605 -3.333177 -0.333 -0.932 -0.226 0.37
H 2.254911 4.076051 -0.472591 -0.008 0.015 0.000 0.56
H 0.516661 5.177613 0.964339 0.004 -0.004 -0.011 0.53
H -1.501369 3.858925 1.621069 0.003 -0.006 0.013 0.54
H -1.727022 1.542085 0.814016 0.014 0.017 0.001 0.17
H -3.078669 2.132214 -5.155742 -0.047 -0.021 -0.049 0.44
H -4.121218 0.032184 -6.008740 0.015 -0.011 0.012 0.40
H -3.342180 -2.168601 -5.071429 0.000 0.014 0.002 0.44
H -1.578833 -2.158503 -3.371138 0.083 0.075 0.054 0.35
O -1.069618 -5.611340 0.512740 0.008 -0.075 0.019 -0.51
C -0.710337 -4.393825 0.127730 -0.016 0.083 -0.022 0.79
C 0.598390 -4.046749 -0.226123 0.046 -0.074 0.017 -0.74
C 0.851150 -2.768776 -0.646389 -0.038 0.076 0.001 -0.94
N -0.105931 -1.820753 -0.708665 -0.035 -0.149 0.241 0.93
C -1.329060 -2.157495 -0.289403 0.046 -0.315 -0.114 0.12
Br -2.571270 -0.765129 -0.304557 -0.326 0.253 -0.064 -0.09
C -1.706824 -3.416330 0.093185 0.106 -0.092 0.161 -0.65
H -0.320523 -6.221397 0.516906 -0.013 -0.018 0.007 0.33
H 1.399622 -4.773103 -0.187127 -0.001 0.015 -0.007 0.40
H 1.835233 -2.457801 -0.963475 0.027 -0.054 0.032 0.37
H -2.717602 -3.650316 0.393540 0.011 0.032 -0.003 0.55
C 1.255926 -1.049271 -3.143512 -0.121 -0.178 0.068 -1.64
H 1.393392 -0.370771 -3.984486 0.103 -0.108 -0.134 0.45
H 0.685001 -1.923774 -3.476196 -0.032 0.032 -0.012 0.52
H 2.213288 -1.383685 -2.750978 0.096 0.077 -0.159 0.52
```
Forces are in eV/Å.